(1)
Here is a single C19H23N3O5 molecule from OMol25. Energies are from ωB97M-V/def2-TZVPD.

Summary:
- ΔE to the lowest compared entry with this formula, charge and spin: 140.88 kcal/mol
- LUMO energy: 0.003 eV
- Structure (SMILES): COc1cc(NC(=O)CN(C)CCOc2ccccc2)c(C)cc1[N+](=O)[O-]
- Orbital gap: 8.45 eV
- Charge: 0

Structure (XYZ):
```
50
Properties=species:S:1:pos:R:3:forces:R:3
C 2.356 3.877 2.113 -0.05 0.27 -0.19
O 2.306 2.629 2.768 -0.08 -0.09 -0.01
C 1.391 1.727 2.396 -0.03 -0.43 0.18
C 0.475 1.934 1.367 0.18 0.29 -0.07
C -0.456 0.968 1.011 0.34 0.00 0.50
N -1.332 1.169 -0.043 -0.25 -0.37 0.20
C -1.479 2.241 -0.863 -0.30 -0.10 -0.18
O -0.936 3.316 -0.748 0.12 0.25 -0.02
C -2.501 1.943 -1.964 0.04 0.04 -0.08
N -2.425 0.548 -2.362 -0.16 0.18 -0.02
C -3.645 0.061 -2.974 -0.04 0.00 0.05
C -1.247 0.258 -3.172 0.24 -0.46 0.23
C -0.562 -1.032 -2.708 -0.08 0.06 -0.44
O 0.324 -0.682 -1.667 0.09 0.04 0.17
C 1.029 -1.661 -1.024 0.17 -0.06 0.14
C 1.958 -1.213 -0.085 -0.08 0.03 -0.21
C 2.691 -2.117 0.655 -0.01 0.05 -0.08
C 2.516 -3.479 0.465 0.02 -0.18 0.03
C 1.610 -3.923 -0.478 0.09 -0.06 0.10
C 0.866 -3.025 -1.227 -0.25 0.18 -0.25
C -0.526 -0.251 1.715 -0.02 0.20 -0.03
C -1.544 -1.298 1.374 0.11 0.10 0.03
C 0.381 -0.458 2.726 0.14 0.24 0.08
C 1.342 0.491 3.076 -0.66 0.36 -0.86
N 2.255 0.157 4.121 0.44 -0.24 0.56
O 3.147 0.929 4.403 0.16 0.01 0.10
O 2.092 -0.916 4.681 0.00 -0.28 0.19
H 3.157 4.425 2.605 -0.07 -0.01 -0.06
H 1.416 4.425 2.223 0.03 -0.02 -0.02
H 2.589 3.764 1.051 -0.03 0.00 0.03
H 0.480 2.855 0.810 0.03 0.05 0.02
H -1.835 0.349 -0.368 0.10 0.16 -0.05
H -2.346 2.650 -2.792 0.04 -0.03 0.13
H -3.492 2.137 -1.543 0.04 0.01 -0.03
H -3.896 0.588 -3.905 0.01 -0.01 -0.04
H -4.471 0.180 -2.273 -0.06 -0.04 -0.03
H -3.533 -0.999 -3.197 -0.07 -0.05 -0.03
H -1.507 0.174 -4.235 0.00 0.07 0.04
H -0.519 1.064 -3.059 0.00 -0.01 -0.10
H -0.005 -1.488 -3.539 -0.02 -0.02 0.10
H -1.318 -1.747 -2.357 0.05 0.03 -0.05
H 2.084 -0.150 0.045 0.00 0.17 0.06
H 3.403 -1.759 1.383 0.07 0.06 0.09
H 3.086 -4.186 1.047 0.06 -0.07 0.05
H 1.473 -4.982 -0.641 -0.01 -0.08 -0.01
H 0.169 -3.401 -1.960 -0.07 0.00 -0.06
H -2.555 -0.896 1.437 -0.13 -0.03 -0.02
H -1.383 -1.684 0.367 -0.05 -0.11 -0.15
H -1.462 -2.131 2.065 -0.04 -0.08 0.01
H 0.378 -1.383 3.283 -0.02 -0.03 -0.01
```
Forces are in eV/Å.

(2)
Here is a single C19H23N5O3 molecule from OMol25. Energies are from ωB97M-V/def2-TZVPD.

Summary:
- ΔE to the lowest compared entry with this formula, charge and spin: 18.49 kcal/mol
- LUMO energy: 0.283 eV
- Structure (SMILES): O=C(O)CCc1nn2c3ccccc3n(CCN3CCCCC3)c2nc1=O
- Orbital gap: 8.56 eV
- Charge: 0

Structure (XYZ):
```
50
Properties=species:S:1:pos:R:3:forces:R:3
O 7.182 -0.657 0.188 0.07 -0.04 0.08
C 6.234 -0.189 -0.385 0.23 -0.27 0.41
O 6.327 0.309 -1.624 -0.18 0.33 -0.61
C 4.852 -0.075 0.200 -0.02 0.09 -0.16
C 3.740 -0.117 -0.853 0.07 0.09 0.12
C 2.403 0.034 -0.208 -0.08 -0.28 -0.14
N 1.570 -0.945 -0.313 0.39 -0.26 -0.28
N 0.379 -0.781 0.275 -0.13 1.05 0.53
C -0.702 -1.637 0.304 -0.74 -0.41 0.09
C -0.899 -2.891 -0.242 0.09 0.19 0.05
C -2.133 -3.481 -0.030 -0.03 -0.06 -0.04
C -3.124 -2.838 0.706 -0.05 -0.04 0.03
C -2.927 -1.582 1.255 0.18 0.06 0.01
C -1.703 -0.974 1.041 0.12 -0.80 -0.31
N -1.196 0.241 1.456 0.30 -0.15 -0.07
C -1.939 1.347 2.002 -0.15 0.61 -0.16
C -2.446 2.227 0.845 0.04 -0.22 0.24
N -3.153 1.396 -0.112 -0.01 0.29 -0.01
C -4.596 1.521 -0.056 -0.15 -0.28 0.06
C -5.248 0.384 -0.838 -0.09 0.28 -0.08
C -4.763 0.397 -2.283 0.11 -0.22 0.14
C -3.240 0.332 -2.295 -0.05 0.29 -0.12
C -2.668 1.484 -1.474 0.12 -0.27 -0.17
C 0.059 0.369 0.955 0.56 -0.14 -0.13
N 0.845 1.386 1.089 -0.02 0.38 0.14
C 2.095 1.304 0.516 -0.56 0.19 0.27
O 2.899 2.214 0.588 0.17 -0.15 -0.19
H 7.242 0.249 -1.939 -0.06 -0.12 0.30
H 4.801 0.888 0.718 0.05 -0.11 0.00
H 4.729 -0.867 0.940 0.11 0.05 -0.05
H 3.764 -1.057 -1.405 -0.04 0.07 -0.03
H 3.888 0.716 -1.543 -0.03 -0.07 -0.02
H -0.118 -3.376 -0.805 0.09 -0.06 -0.07
H -2.330 -4.459 -0.441 -0.01 -0.09 -0.04
H -4.072 -3.333 0.852 -0.09 -0.03 0.02
H -3.704 -1.095 1.821 -0.11 0.08 0.04
H -2.770 0.947 2.582 0.07 0.01 0.04
H -1.272 1.923 2.646 -0.10 -0.09 0.08
H -3.079 3.027 1.248 0.04 0.03 -0.05
H -1.576 2.692 0.375 -0.05 0.03 0.01
H -4.907 1.474 0.990 -0.03 0.07 0.01
H -4.932 2.490 -0.470 0.01 0.00 0.07
H -4.972 -0.566 -0.378 -0.04 -0.04 0.06
H -6.334 0.489 -0.796 -0.04 -0.04 0.04
H -5.183 -0.448 -2.831 -0.05 0.04 -0.06
H -5.093 1.316 -2.773 -0.05 0.03 -0.07
H -2.860 0.388 -3.316 0.04 -0.04 -0.03
H -2.913 -0.612 -1.855 0.08 -0.06 0.00
H -1.576 1.420 -1.461 -0.01 0.07 0.00
H -2.948 2.444 -1.946 0.06 0.00 0.01
```
Forces are in eV/Å.

(3)
Here is a molecular structure, C19H23N6O2PPt from OMol25. Energies are from ωB97M-V/def2-TZVPD.

Summary:
- LUMO energy (spin up / spin down): -7.292 / -7.293 eV
- Orbital gap (spin up / spin down): 5.37 / 5.37 eV
- Charge: +2

Structure (XYZ):
```
52
Properties=species:S:1:pos:R:3:forces:R:3
Pt -0.589 0.914 0.126 0.81 -1.49 0.98
O 2.703 5.061 -0.169 -0.82 0.82 -0.01
C 3.578 4.085 -0.199 0.64 -1.03 -0.03
C 4.949 4.425 -0.240 -0.67 -0.02 -0.02
C 5.911 3.447 -0.232 -0.39 -0.06 0.09
C 5.547 2.097 -0.180 -0.56 -0.42 0.03
C 4.209 1.737 -0.136 1.09 -0.13 0.01
C 3.203 2.702 -0.156 -0.66 0.72 0.10
C 1.803 2.299 -0.108 0.75 -0.07 0.09
O 1.478 1.076 0.186 -0.66 -0.48 0.02
N 0.876 3.214 -0.392 -0.10 1.00 -0.26
N -0.351 2.740 -0.369 -2.30 2.15 -1.38
C -1.456 3.394 -0.787 3.80 -0.19 0.62
C -2.643 2.669 -0.670 -2.49 -1.91 0.39
C -3.925 3.156 -1.033 1.63 0.01 0.22
C -5.040 2.405 -0.780 -0.10 -1.11 0.52
C -4.890 1.144 -0.171 -0.17 0.83 -0.41
C -3.624 0.682 0.103 0.12 -0.27 0.10
N -2.513 1.383 -0.140 -0.84 1.34 -0.53
H 1.777 4.712 -0.196 0.65 0.12 -0.10
H 5.206 5.473 -0.285 -0.02 0.07 0.04
H 6.952 3.730 -0.246 0.13 -0.01 -0.06
H 6.315 1.338 -0.172 -0.01 -0.08 0.00
H 3.924 0.697 -0.091 0.03 -0.08 -0.01
H -1.398 4.399 -1.177 0.11 0.07 0.05
H -3.986 4.128 -1.496 -0.04 0.11 0.02
H -6.020 2.774 -1.030 -0.14 0.05 -0.04
H -5.752 0.546 0.075 -0.04 -0.10 0.00
H -3.476 -0.297 0.546 -0.03 0.10 -0.04
C 0.271 -4.279 1.426 0.56 -0.33 0.30
N -1.213 -3.916 1.495 0.01 -0.29 -0.02
C -1.822 -4.304 0.148 -0.47 -0.35 -0.35
N -1.138 -3.682 -0.916 -0.11 -0.12 -0.30
C 0.277 -4.012 -0.924 0.13 -0.19 -0.17
N 0.891 -3.635 0.336 0.26 -0.12 -0.04
C 1.022 -2.202 0.499 0.16 0.58 0.04
P -0.637 -1.360 0.461 0.24 -1.13 -0.48
C -1.399 -2.475 1.785 -0.18 1.30 0.26
C -1.373 -2.259 -0.998 -0.05 0.53 -0.01
H 0.334 -5.365 1.311 -0.15 0.10 0.04
H 0.739 -3.987 2.369 -0.17 -0.02 -0.02
H -1.658 -4.467 2.236 0.03 0.06 -0.05
H -2.875 -4.012 0.151 0.10 -0.04 0.15
H -1.751 -5.391 0.061 0.04 0.07 0.17
H 0.767 -3.479 -1.738 -0.01 -0.05 0.00
H 0.405 -5.083 -1.093 -0.03 0.04 0.08
H 1.659 -1.796 -0.290 -0.08 0.05 0.05
H 1.514 -1.982 1.453 -0.03 0.07 -0.11
H -2.468 -2.267 1.877 0.08 -0.10 0.03
H -0.925 -2.240 2.744 -0.10 -0.10 -0.09
H -0.938 -1.869 -1.923 -0.01 0.03 0.12
H -2.450 -2.068 -1.050 0.06 0.07 0.01
```
Forces are in eV/Å.

(4)
Here is a single C19H23NO4 molecule from OMol25. Energies are from ωB97M-V/def2-TZVPD.

Summary:
- ΔE to the lowest compared entry with this formula, charge and spin: 30.36 kcal/mol
- LUMO energy: 0.419 eV
- Structure (SMILES): CCCOc1ccc(OCC(=O)c2[nH]c(C)c(C(C)=O)c2C)cc1
- Orbital gap: 8.40 eV
- Charge: 0

Structure (XYZ):
```
47
Properties=species:S:1:pos:R:3:forces:R:3
C 4.315 -2.497 5.548 -0.02 -0.04 -0.24
C 4.164 -2.780 4.059 -0.32 0.11 -0.07
C 2.788 -2.364 3.548 0.22 -0.02 0.26
O 2.733 -2.661 2.169 0.01 -0.05 -0.18
C 1.582 -2.398 1.487 -0.15 0.05 -0.06
C 1.584 -2.739 0.132 0.01 0.04 0.18
C 0.473 -2.519 -0.648 -0.16 0.09 0.05
C -0.677 -1.950 -0.098 0.17 -0.03 0.16
O -1.728 -1.791 -0.966 0.09 -0.06 -0.04
C -2.925 -1.223 -0.489 -0.15 -0.10 0.20
C -2.801 0.251 -0.109 -0.07 -0.27 0.17
O -3.149 0.637 0.999 0.02 -0.09 -0.12
C -2.269 1.181 -1.075 0.16 0.26 -0.50
N -2.031 2.460 -0.620 0.00 0.00 0.12
C -1.582 3.249 -1.602 0.00 -0.09 -0.20
C -1.289 4.681 -1.334 0.07 0.05 0.01
C -1.539 2.478 -2.773 -0.22 -0.21 0.33
C -1.115 2.890 -4.114 0.18 0.34 0.04
C -0.195 4.088 -4.206 0.02 -0.12 -0.31
O -1.457 2.299 -5.118 -0.01 0.03 -0.08
C -1.984 1.169 -2.438 -0.08 0.05 0.52
C -2.125 0.033 -3.381 0.10 -0.24 -0.16
C -0.682 -1.604 1.243 -0.32 0.02 -0.31
C 0.440 -1.828 2.030 0.43 -0.12 0.17
H 4.191 -1.436 5.751 0.00 0.11 0.10
H 3.569 -3.045 6.119 -0.05 -0.04 0.13
H 5.301 -2.800 5.891 0.06 0.00 0.10
H 4.923 -2.237 3.494 0.02 -0.04 -0.05
H 4.300 -3.844 3.862 0.03 -0.01 -0.06
H 2.635 -1.288 3.714 -0.04 -0.09 -0.01
H 2.005 -2.916 4.088 0.02 0.08 -0.05
H 2.475 -3.179 -0.285 0.11 -0.06 -0.07
H 0.469 -2.784 -1.693 0.01 -0.04 -0.14
H -3.638 -1.319 -1.313 0.04 0.01 0.10
H -3.308 -1.773 0.381 0.03 0.14 -0.10
H -2.206 2.717 0.341 0.00 0.03 -0.09
H -1.618 4.940 -0.329 0.00 0.07 0.03
H -0.222 4.887 -1.408 0.03 0.06 0.01
H -1.808 5.322 -2.043 0.00 0.07 0.02
H 0.591 4.034 -3.458 0.07 0.06 0.11
H 0.243 4.114 -5.201 -0.02 0.00 -0.01
H -0.764 5.002 -4.058 -0.03 0.13 0.06
H -1.646 0.270 -4.325 -0.09 -0.09 0.02
H -1.695 -0.873 -2.963 -0.04 -0.02 -0.03
H -3.181 -0.151 -3.582 -0.06 -0.05 -0.10
H -1.546 -1.154 1.704 -0.12 0.05 0.01
H 0.397 -1.547 3.070 0.03 0.01 0.09
```
Forces are in eV/Å.